The following is a DFT calculation (ωB97M-V with the def2-TZVPD basis set) of a cluster of 4 separate species, C43H57O4P in total at a distorted geometry.

CARTESIAN COORDINATES (ANGSTROEM)
1 C -2.924 -1.744 0.127
2 C -3.339 -0.393 0.329
3 C -3.578 1.230 0.653
4 C -2.076 1.963 0.715
5 C -1.822 2.776 2.131
6 C -2.184 1.919 3.480
7 C -2.192 0.287 3.635
8 C -2.552 -0.476 5.077
9 C -2.891 0.489 6.362
10 C -2.882 2.141 6.303
11 C -3.166 3.148 7.565
12 C -2.540 2.822 4.842
13 O -1.100 0.874 0.556
14 C 0.123 1.307 -0.135
15 O 0.956 2.280 0.243
16 C 0.531 0.440 -1.502
17 C -0.686 0.326 -2.593
18 C -0.951 -1.175 -3.194
19 C 0.395 -2.017 -3.595
20 C 0.166 -3.563 -3.057
21 C 1.513 -4.275 -2.450
22 C 1.671 -3.766 -0.880
23 C 3.277 -3.743 -0.513
24 C 3.671 -2.221 -0.039
25 C 3.805 -2.071 1.599
26 C 5.399 -2.124 2.073
27 O 5.866 -0.766 2.406
28 C 6.247 -0.014 1.178
29 P -2.075 3.270 -0.676
30 O -3.377 4.188 -0.432
31 H -2.221 -2.672 -0.136
32 H -4.143 1.640 -0.316
33 H -4.217 1.416 1.616
34 H -2.500 3.744 2.120
35 H -0.697 3.107 2.210
36 H -1.917 -0.401 2.729
37 H -2.562 -1.648 5.167
38 H -3.129 0.006 7.416
39 H -2.413 4.068 7.475
40 H -2.896 2.549 8.549
41 H -4.248 3.598 7.582
42 H -2.528 4.011 4.752
43 H 0.943 -0.621 -1.143
44 H 1.450 0.991 -1.980
45 H -0.513 1.124 -3.464
46 H -1.683 0.630 -2.010
47 H -1.562 -1.022 -4.208
48 H -1.687 -1.732 -2.467
49 H 1.408 -1.535 -3.263
50 H 0.433 -2.100 -4.785
51 H -0.300 -4.166 -3.975
52 H -0.661 -3.637 -2.202
53 H 1.266 -5.440 -2.374
54 H 2.481 -4.133 -3.094
55 H 1.118 -2.750 -0.693
56 H 1.137 -4.560 -0.168
57 H 3.447 -4.527 0.347
58 H 3.924 -4.015 -1.461
59 H 2.881 -1.396 -0.383
60 H 4.681 -1.947 -0.606
61 H 3.144 -2.870 2.188
62 H 3.414 -0.984 1.878
63 H 5.431 -2.783 3.046
64 H 6.047 -2.675 1.259
65 H 5.275 0.513 0.795
66 H 6.668 -0.724 0.347
67 H 7.047 0.802 1.448
68 H -2.203 2.747 -2.012
69 H -0.944 4.177 -0.500
70 C 5.142 3.106 -2.557
71 C 5.424 4.470 -2.636
72 C 4.674 5.382 -1.894
73 C 3.638 4.931 -1.077
74 C 3.349 3.568 -1.005
75 C 4.102 2.655 -1.744
76 H 5.731 2.395 -3.130
77 H 6.230 4.822 -3.275
78 H 4.897 6.444 -1.953
79 H 3.054 5.641 -0.497
80 H 2.538 3.217 -0.373
81 H 3.879 1.593 -1.686
82 C -7.045 7.870 -0.313
83 C -6.009 6.959 -0.112
84 C -5.632 6.092 -1.137
85 C -6.295 6.134 -2.364
86 C -7.338 7.039 -2.562
87 C -7.712 7.908 -1.538
88 H -7.334 8.550 0.484
89 H -5.494 6.924 0.845
90 H -4.823 5.384 -0.981
91 H -6.001 5.461 -3.164
92 H -7.859 7.068 -3.516
93 H -8.523 8.615 -1.693
94 C 0.081 -9.427 -0.276
95 C 0.797 -8.250 -0.060
96 C 1.960 -7.997 -0.788
97 C 2.408 -8.924 -1.730
98 C 1.697 -10.105 -1.939
99 C 0.532 -10.357 -1.213
100 H -0.828 -9.621 0.287
101 H 0.449 -7.529 0.675
102 H 2.516 -7.079 -0.623
103 H 3.312 -8.726 -2.299
104 H 2.050 -10.830 -2.668
105 H -0.023 -11.276 -1.378

Gap between HOMO and LUMO: 7.993 eV
Highest occupied orbital energy: -8.4380 eV
SMILES string: C#CC[C@@](Cc1cccc(C)c1)(OC(=O)CCCCCCCCCCCOC)[PH2]=O.c1ccccc1.c1ccccc1.c1ccccc1

Mulliken population analysis, charges in e, atoms 1 to 2:
1. C -0.652
2. C 0.046

=====

The following is a DFT calculation (ωB97M-V with the def2-TZVPD basis set) of a structure of composition C43H58BiBrF3N5O5S2Si at a distorted geometry.

CARTESIAN COORDINATES (ANGSTROEM)
1 Bi -2.866 -0.972 5.326
2 C -7.469 -1.354 7.112
3 O -8.591 -0.873 6.396
4 C -8.565 0.423 6.018
5 C -9.433 1.343 6.688
6 C -9.392 2.749 6.487
7 C -8.569 3.230 5.507
8 C -7.847 2.322 4.760
9 C -7.828 0.925 4.963
10 N -7.004 0.066 4.242
11 C -5.715 0.355 3.768
12 N -5.097 1.477 4.276
13 C -3.715 1.946 4.076
14 C -2.660 1.168 4.501
15 C -1.376 1.666 4.424
16 C -1.085 2.873 3.824
17 C -2.217 3.728 3.504
18 C -3.498 3.231 3.644
19 O -4.625 3.960 3.287
20 C -4.523 5.389 3.456
21 N -5.022 -0.514 3.117
22 C -5.541 -1.598 2.447
23 C -5.850 -1.416 1.067
24 C -6.340 -2.419 0.283
25 C -6.553 -3.645 0.873
26 C -6.244 -3.874 2.185
27 C -5.749 -2.853 2.975
28 O -5.391 -2.992 4.300
29 C -5.615 -4.276 4.848
30 H -7.853 -2.313 7.442
31 H -7.316 -0.679 7.971
32 H -6.588 -1.403 6.501
33 H -10.143 0.941 7.394
34 H -9.989 3.433 7.045
35 H -8.566 4.283 5.267
36 H -7.491 2.765 3.869
37 H -7.353 -0.770 3.866
38 H -5.658 2.295 4.636
39 H -0.579 1.097 4.801
40 H -0.132 3.273 3.672
41 H -2.023 4.719 3.130
42 H -3.705 5.774 2.877
43 H -4.436 5.687 4.496
44 H -5.482 5.828 3.135
45 H -5.627 -0.423 0.610
46 H -6.515 -2.241 -0.793
47 H -7.140 -4.436 0.342
48 H -6.589 -4.734 2.594
49 H -5.119 -5.040 4.279
50 H -6.633 -4.505 5.132
51 H -5.105 -4.181 5.798
52 H -1.418 -0.345 6.178
53 S -2.900 -0.550 -0.798
54 C -2.869 -0.136 -2.259
55 C 5.954 -4.032 -5.813
56 C 5.171 -3.754 -6.869
57 C 5.296 -3.056 -8.094
58 C 3.763 -4.426 -6.833
59 Si 6.169 -3.442 -3.969
60 Br 4.480 -3.970 -2.382
61 C 5.920 -1.445 -3.780
62 C 4.392 -0.974 -4.157
63 C 6.158 -0.933 -2.251
64 C 7.017 -0.672 -4.787
65 C 7.669 -4.408 -3.149
66 C 7.447 -4.282 -1.508
67 C 8.997 -3.919 -3.632
68 C 7.628 -5.872 -3.508
69 H -8.121 -7.967 2.812
70 H -8.014 -8.569 3.091
71 H 7.019 -4.527 -6.019
72 H 4.727 -2.985 -8.946
73 H 6.195 -2.822 -8.660
74 H 6.015 -1.697 -8.293
75 H 2.657 -4.266 -7.123
76 H 3.540 -4.327 -5.738
77 H 3.749 -5.594 -7.001
78 H 4.083 0.000 -3.747
79 H 3.551 -1.696 -3.725
80 H 4.017 -0.575 -5.199
81 H 5.303 -1.297 -1.811
82 H 5.914 0.174 -2.027
83 H 7.208 -1.196 -1.954
84 H 6.354 -0.120 -5.616
85 H 7.278 -1.670 -5.190
86 H 7.605 -0.146 -3.965
87 H 7.186 -3.279 -1.325
88 H 8.349 -4.889 -1.015
89 H 6.745 -5.105 -1.215
90 H 9.309 -3.224 -2.826
91 H 9.102 -3.226 -4.385
92 H 9.864 -4.395 -4.253
93 H 6.559 -6.393 -3.132
94 H 8.443 -6.294 -2.760
95 H 8.041 -6.163 -4.500
96 C 2.162 3.831 -2.423
97 C 2.735 4.956 -3.230
98 C 3.145 6.202 -2.774
99 C 3.471 7.229 -3.727
100 N 3.415 7.069 -5.025
101 C 3.111 5.839 -5.474
102 S 3.178 5.506 -7.102
103 N 2.731 4.811 -4.599
104 C 3.744 8.609 -3.251
105 H 1.294 4.289 -1.874
106 H 2.906 3.360 -1.684
107 H 1.857 3.058 -3.144
108 H 3.129 6.278 -1.693
109 H 2.562 3.851 -4.932
110 H 2.895 8.993 -2.654
111 H 3.802 9.270 -4.105
112 H 4.605 8.864 -2.630
113 F 4.209 1.047 0.977
114 C 3.768 2.303 1.404
115 F 4.317 3.146 0.550
116 F 4.282 2.480 2.608
117 C 2.177 2.565 1.489
118 O 1.670 2.634 2.630
119 O 1.704 2.841 0.381

Gap between HOMO and LUMO (spin up / spin down): 6.083 / 6.508 eV
Highest occupied orbital energy (spin up / spin down): -5.4075 / -5.8324 eV
Multiplicity: 2
Total charge: -1
Relative energy (zero: lowest compared OMol25 entry of this formula, charge and spin): 240.2 kcal/mol

Mulliken population analysis, charges in e, atoms 1 to 2:
1. Bi 0.501
2. C -0.643

=====

The following is a DFT calculation (ωB97M-V with the def2-TZVPD basis set) of a cluster of 3 separate species, C43H59F5N6O3S in total at a distorted geometry.

CARTESIAN COORDINATES (ANGSTROEM)
1 F -3.955 -5.186 4.540
2 C -3.704 -3.895 4.785
3 F -2.444 -3.738 5.269
4 F -4.517 -3.474 5.779
5 C -3.867 -3.029 3.544
6 C -3.630 -3.488 2.254
7 C -3.800 -2.635 1.179
8 C -4.202 -1.310 1.329
9 C -4.449 -0.874 2.628
10 C -4.936 0.550 2.920
11 F -6.323 0.531 2.806
12 F -4.678 0.907 4.204
13 C -4.434 1.584 1.896
14 C -5.242 1.818 0.822
15 C -4.810 2.778 -0.152
16 C -3.645 3.455 0.013
17 C -2.784 3.225 1.125
18 N -1.629 3.955 1.203
19 C -0.922 3.601 2.250
20 C -1.281 2.594 3.209
21 C -0.338 2.239 4.364
22 C 1.138 2.568 4.078
23 C 1.681 1.807 2.803
24 C 2.478 2.804 1.934
25 C 2.705 2.365 0.453
26 C 1.520 1.600 -0.197
27 C 1.300 1.980 -1.696
28 S 1.188 0.495 -2.795
29 C 0.197 -0.675 -1.917
30 N -0.987 -0.590 -1.418
31 N -1.226 -1.815 -0.839
32 C -0.201 -2.555 -1.019
33 O 0.773 -1.888 -1.702
34 N -2.413 1.934 3.146
35 C -3.186 2.261 2.065
36 C -4.272 -1.713 3.722
37 H -3.335 -4.525 2.079
38 H -3.621 -3.008 0.170
39 H -4.323 -0.638 0.481
40 H -6.191 1.310 0.668
41 H -5.398 2.989 -1.047
42 H -3.378 4.193 -0.749
43 H 0.028 4.122 2.402
44 H -0.512 1.184 4.621
45 H -0.679 2.833 5.234
46 H 1.716 2.164 4.930
47 H 1.371 3.642 4.058
48 H 0.786 1.395 2.314
49 H 2.290 0.953 3.137
50 H 3.480 2.880 2.396
51 H 2.075 3.825 1.922
52 H 2.829 3.299 -0.130
53 H 3.671 1.845 0.346
54 H 1.767 0.526 -0.158
55 H 0.558 1.775 0.305
56 H 2.137 2.570 -2.094
57 H 0.366 2.531 -1.862
58 H -0.078 -3.571 -0.663
59 H -4.470 -1.345 4.728
60 C -4.731 -0.723 -4.902
61 C -4.917 -1.326 -3.493
62 C -3.672 -2.142 -3.138
63 C -3.564 -3.425 -3.960
64 C -4.839 -4.262 -3.851
65 C -6.141 -3.482 -4.087
66 N -6.159 -2.152 -3.410
67 O -6.431 -2.347 -2.147
68 C -6.390 -3.286 -5.597
69 C -7.307 -4.370 -3.635
70 C -5.010 -0.099 -2.587
71 H -4.030 0.112 -4.866
72 H -4.312 -1.416 -5.628
73 H -5.674 -0.338 -5.296
74 H -3.682 -2.399 -2.074
75 H -2.775 -1.537 -3.294
76 H -3.351 -3.200 -5.008
77 H -2.714 -4.012 -3.602
78 H -4.780 -5.096 -4.555
79 H -4.859 -4.710 -2.852
80 H -7.262 -2.650 -5.764
81 H -6.590 -4.243 -6.080
82 H -5.546 -2.858 -6.133
83 H -7.185 -4.723 -2.611
84 H -7.373 -5.256 -4.267
85 H -8.259 -3.840 -3.704
86 H -5.838 0.549 -2.883
87 H -4.091 0.486 -2.646
88 H -5.145 -0.355 -1.537
89 C 9.413 1.266 2.334
90 C 7.930 1.164 1.915
91 C 7.623 -0.287 1.536
92 C 8.295 -0.701 0.228
93 C 7.946 0.264 -0.904
94 C 8.124 1.750 -0.559
95 N 7.611 2.104 0.799
96 O 6.312 2.213 0.720
97 C 9.609 2.157 -0.660
98 C 7.442 2.571 -1.660
99 C 7.170 1.543 3.189
100 H 9.555 0.836 3.327
101 H 10.094 0.718 1.687
102 H 9.741 2.306 2.382
103 H 6.541 -0.430 1.443
104 H 7.951 -0.956 2.336
105 H 9.380 -0.762 0.349
106 H 7.969 -1.708 -0.042
107 H 8.548 0.019 -1.781
108 H 6.905 0.080 -1.190
109 H 9.751 3.185 -0.324
110 H 9.951 2.105 -1.695
111 H 10.283 1.515 -0.098
112 H 6.404 2.277 -1.813
113 H 7.954 2.424 -2.612
114 H 7.466 3.639 -1.431
115 H 7.452 2.544 3.524
116 H 7.404 0.844 3.993
117 H 6.088 1.524 3.064

Gap between HOMO and LUMO (spin up / spin down): 8.434 / 8.939 eV
Highest occupied orbital energy (spin up / spin down): -8.6071 / -9.1127 eV
Multiplicity: 3

Mulliken population analysis, charges in e, atoms 1 to 2:
1. F -0.258
2. C 0.918

=====

The following is a DFT calculation (ωB97M-V with the def2-TZVPD basis set) of a cluster of 10 separate species, C43H60BN9O7P in total at a distorted geometry.

CARTESIAN COORDINATES (ANGSTROEM)
1 C 1.721 3.774 -0.699
2 C 0.364 3.396 0.008
3 O 0.396 3.072 1.179
4 O -0.790 3.513 -0.782
5 C -1.589 2.345 -0.833
6 O -2.793 2.517 -1.001
7 C -1.015 0.893 -0.740
8 P 0.013 0.479 -2.332
9 C 1.365 -0.476 -1.368
10 C 1.646 -1.943 -1.910
11 C 3.160 -2.107 -2.252
12 O 3.581 -2.499 -3.324
13 O 4.161 -1.818 -1.260
14 B 1.001 0.362 -4.029
15 O 0.209 0.263 -5.230
16 O 2.428 0.360 -4.132
17 H 2.310 4.455 -0.030
18 H 2.335 2.841 -0.824
19 H 1.557 4.295 -1.678
20 H -0.438 0.852 0.219
21 H -1.913 0.216 -0.715
22 H -0.748 -0.735 -2.613
23 H -1.017 1.216 -3.092
24 H 0.771 1.731 -2.083
25 H 2.327 0.108 -1.495
26 H 1.206 -0.552 -0.258
27 H 0.968 -2.285 -2.732
28 H 1.469 -2.652 -1.043
29 H 4.471 -0.901 -1.358
30 H -0.249 1.117 -5.331
31 H 2.760 1.239 -3.877
32 N 6.996 1.930 -3.885
33 C 6.222 0.959 -3.304
34 C 5.564 0.287 -4.304
35 C 5.960 0.870 -5.534
36 C 6.845 1.878 -5.245
37 H 7.584 2.578 -3.391
38 H 6.206 0.834 -2.233
39 H 4.875 -0.533 -4.167
40 H 5.633 0.582 -6.521
41 H 7.378 2.562 -5.887
42 N -4.506 4.743 -1.047
43 C -4.297 6.092 -1.026
44 C -5.511 6.715 -1.208
45 C -6.488 5.698 -1.340
46 C -5.835 4.492 -1.233
47 H -3.783 4.035 -0.940
48 H -3.305 6.494 -0.884
49 H -5.676 7.782 -1.241
50 H -7.548 5.831 -1.494
51 H -6.204 3.480 -1.274
52 N -4.764 7.711 -4.411
53 C -3.876 8.715 -4.683
54 C -3.946 8.990 -6.026
55 C -4.918 8.122 -6.583
56 C -5.407 7.347 -5.561
57 H -4.921 7.303 -3.501
58 H -3.271 9.145 -3.900
59 H -3.364 9.733 -6.549
60 H -5.226 8.070 -7.616
61 H -6.153 6.569 -5.554
62 N 5.006 -5.187 -1.342
63 C 4.989 -5.569 -0.029
64 C 5.085 -6.938 0.015
65 C 5.169 -7.398 -1.323
66 C 5.120 -6.294 -2.136
67 H 4.942 -4.235 -1.670
68 H 4.908 -4.837 0.758
69 H 5.094 -7.541 0.911
70 H 5.256 -8.421 -1.653
71 H 5.156 -6.201 -3.210
72 N -1.446 -3.214 -0.080
73 C -1.642 -4.273 -0.922
74 C -2.288 -5.259 -0.219
75 C -2.494 -4.773 1.097
76 C -1.966 -3.507 1.151
77 H -0.990 -2.350 -0.328
78 H -1.305 -4.234 -1.946
79 H -2.580 -6.222 -0.608
80 H -2.975 -5.291 1.912
81 H -1.915 -2.793 1.958
82 N 4.248 -9.463 3.593
83 C 4.636 -10.024 4.780
84 C 4.589 -9.047 5.744
85 C 4.150 -7.853 5.114
86 C 3.946 -8.143 3.788
87 H 4.192 -9.946 2.713
88 H 4.912 -11.065 4.836
89 H 4.840 -9.176 6.785
90 H 4.000 -6.891 5.579
91 H 3.614 -7.525 2.969
92 N 1.305 -9.599 6.262
93 C 0.378 -8.595 6.204
94 C -0.814 -9.091 6.672
95 C -0.595 -10.444 7.031
96 C 0.722 -10.728 6.770
97 H 2.269 -9.519 5.976
98 H 0.645 -7.618 5.834
99 H -1.739 -8.541 6.748
100 H -1.320 -11.133 7.437
101 H 1.293 -11.634 6.899
102 N -2.325 3.122 4.078
103 C -3.548 3.600 4.469
104 C -4.292 3.827 3.339
105 C -3.489 3.467 2.225
106 C -2.281 3.034 2.712
107 H -1.574 2.874 4.698
108 H -3.781 3.738 5.513
109 H -5.302 4.208 3.315
110 H -3.765 3.519 1.186
111 H -1.397 2.672 2.210
112 N -3.928 7.903 1.832
113 C -3.558 7.323 3.014
114 C -3.589 8.291 3.987
115 C -3.999 9.500 3.368
116 C -4.204 9.228 2.039
117 H -3.990 7.428 0.945
118 H -3.305 6.275 3.060
119 H -3.346 8.146 5.028
120 H -4.131 10.460 3.843
121 H -4.519 9.861 1.224

Gap between HOMO and LUMO: 6.657 eV
Highest occupied orbital energy: -4.7007 eV
Total charge: -1

Mulliken population analysis, charges in e, atoms 1 to 2:
1. C -0.940
2. C 0.677